Record 1
A molecular structure, C35H31BrClN3O6PS4W, computed with ωB97M-V/def2-TZVPD.

XYZ file:
```
83
Properties=species:S:1:pos:R:3:forces:R:3:mulliken_charge:R:1
W -0.7863 -0.2826 1.0621 -2.73 2.04 -0.64 1.42
C 1.6802 -3.5828 -1.5214 -0.08 -0.06 -0.01 -2.09
C 0.5977 -2.8873 -0.7413 -0.18 -0.65 0.00 1.29
N 0.3638 -1.6342 -0.8384 0.46 0.60 -0.06 0.15
N 1.1187 -0.9630 -1.7976 0.12 0.11 0.05 -0.79
C 0.6763 0.2178 -2.0083 -0.22 -0.01 0.06 0.43
S -0.7721 0.8575 -1.2852 0.11 -0.10 0.11 -0.46
S 1.5357 1.3162 -3.0831 -0.07 0.03 -0.01 -0.05
C 3.0005 0.3317 -3.5366 -0.16 0.12 0.08 -0.83
C 4.1887 0.5979 -2.6583 0.05 -0.02 0.00 0.22
C 5.1674 1.5144 -3.0343 0.03 0.01 0.01 -0.51
C 6.2703 1.7473 -2.2204 -0.02 0.00 0.08 -0.46
C 6.4023 1.0658 -1.0157 -0.05 0.01 -0.05 -0.57
C 5.4267 0.1510 -0.6333 -0.01 -0.01 -0.06 -0.64
C 4.3258 -0.0790 -1.4483 0.08 -0.07 0.10 0.51
C -0.2824 -3.6956 0.1054 0.19 0.01 0.06 0.49
C 0.0251 -5.0307 0.3769 0.11 -0.10 0.05 -0.78
C -0.8900 -5.8716 0.9717 -0.08 -0.07 0.03 -1.03
C -2.1731 -5.3919 1.2343 0.05 -0.07 -0.02 -0.40
C -2.4884 -4.0715 1.0038 -0.08 -0.02 -0.01 -0.37
C -1.5186 -3.1778 0.5350 0.16 0.15 -0.21 0.38
O -1.7967 -1.8803 0.4275 -0.55 -0.61 -0.19 -1.28
H 2.0051 -2.9701 -2.3506 0.04 0.04 -0.07 0.26
H 1.3371 -4.5497 -1.8875 0.02 0.03 0.03 0.64
H 2.5336 -3.7389 -0.8556 -0.04 -0.04 -0.01 0.31
H 3.2013 0.5872 -4.5752 0.09 -0.06 -0.05 0.62
H 2.6728 -0.7027 -3.4578 0.10 -0.05 -0.12 0.04
H 5.0659 2.0465 -3.9766 0.02 -0.04 0.06 0.36
H 7.0254 2.4665 -2.5217 -0.06 -0.05 0.00 0.36
H 7.2500 1.2642 -0.3675 -0.03 -0.06 -0.07 0.41
H 5.5136 -0.3903 0.3033 -0.01 0.07 -0.05 0.43
H 3.5630 -0.7873 -1.1435 0.06 0.07 -0.06 0.20
H 1.0133 -5.4056 0.1332 -0.10 0.00 -0.03 0.45
H -0.6250 -6.8955 1.2054 -0.01 0.04 -0.02 0.38
H -2.9320 -6.0548 1.6362 0.05 0.04 0.01 0.41
H -3.4805 -3.7006 1.2040 0.00 0.04 0.06 0.55
C -1.2822 2.6775 2.7975 -0.40 0.47 -0.45 -0.48
C -0.5102 1.7780 1.8846 0.72 -0.58 -0.25 0.39
O 0.0665 0.7645 2.5021 0.26 0.02 0.81 -0.71
H -0.5654 3.1425 3.4837 -0.01 0.01 0.02 0.38
H -2.0046 2.1107 3.3582 -0.11 -0.07 0.08 -0.29
H -1.8146 3.4536 2.2463 -0.02 0.01 0.08 0.43
O 2.9052 -1.8793 0.9597 -0.42 0.31 0.22 -0.65
Cl 2.0040 -0.9659 1.5916 0.53 -0.17 0.01 2.10
O 0.7189 -1.6573 1.9086 0.87 0.04 0.05 -0.43
O 2.5927 -0.3880 2.7543 -0.24 -0.24 -0.40 -0.80
O 1.5762 0.0898 0.6431 0.42 -0.37 0.18 -0.62
Br 4.3833 3.3814 0.7977 -0.12 -0.02 0.00 -0.14
C 2.5234 3.3890 0.4776 0.47 -0.14 0.47 -0.22
C 1.9934 4.1855 -0.5135 0.17 0.09 -0.22 -0.07
C 0.6284 4.1945 -0.6558 -0.61 0.11 -0.09 -0.89
C -0.1524 3.3857 0.1510 -0.60 0.62 -1.01 0.10
N 0.3999 2.6207 1.0718 -0.06 -0.12 0.81 0.57
C 1.7052 2.6315 1.2837 1.05 -0.19 0.14 -0.37
H 2.6380 4.7717 -1.1573 -0.06 -0.03 0.08 0.45
H 0.1525 4.8091 -1.4076 -0.02 -0.09 0.02 0.40
H -1.2303 3.3166 0.0842 0.06 0.04 -0.09 0.38
H 2.0585 2.0110 2.0936 0.09 0.00 -0.01 0.68
S -0.7452 -2.7331 4.1901 0.04 0.08 -0.01 -0.64
P -1.8446 -1.3331 3.2832 -0.23 -0.19 0.56 1.21
S -2.8696 0.7708 0.9615 0.78 -0.84 0.26 -0.57
C -2.1388 -0.0002 4.5296 -0.09 0.00 -0.10 0.08
C -3.3614 0.6664 4.6253 0.02 0.05 0.13 -0.49
C -3.5413 1.6803 5.5635 0.04 -0.06 -0.09 -0.50
C -2.4935 2.0528 6.3966 -0.01 -0.02 -0.02 -0.47
C -1.2794 1.3790 6.3168 -0.03 -0.03 -0.08 -0.73
C -1.1066 0.3544 5.3929 0.01 0.13 0.09 -0.42
C -3.5900 -2.0115 3.2388 0.07 -0.02 -0.25 -0.02
C -3.9382 -2.8801 4.2729 -0.11 -0.03 0.04 -0.44
C -5.2021 -3.4553 4.3300 0.03 0.05 0.01 -0.70
C -6.1456 -3.1744 3.3493 0.01 0.00 -0.04 -0.54
C -5.8090 -2.3131 2.3140 0.10 0.02 0.04 -0.46
C -4.5410 -1.7365 2.2579 -0.15 -0.10 0.11 0.23
H -4.1683 0.4105 3.9492 0.01 -0.02 0.06 0.34
H -4.5016 2.1809 5.6382 0.08 -0.01 -0.04 0.38
H -2.6214 2.8673 7.1035 -0.01 -0.11 0.00 0.36
H -0.4662 1.6493 6.9819 -0.01 0.00 -0.05 0.39
H -0.1682 -0.1836 5.3325 -0.02 -0.01 0.01 0.39
H -3.1953 -3.1221 5.0225 -0.01 -0.01 -0.02 0.37
H -5.4481 -4.1322 5.1423 0.03 0.05 -0.04 0.38
H -7.1305 -3.6314 3.3855 0.08 0.04 0.01 0.35
H -6.5297 -2.0910 1.5331 0.05 -0.01 0.04 0.40
H -4.2875 -1.0825 1.4389 0.04 0.02 -0.08 -0.15
```
Positions in Å, forces in eV/Å.

Summary:
Highest occupied orbital energy   -4.1 eV
Multiplicity   1
Total energy   -7003.28128 Ha
Net charge   -1

Record 2
A molecular structure, C35H31CoN4O6PS, computed with ωB97M-V/def2-TZVPD.

XYZ file:
```
79
Properties=species:S:1:pos:R:3:forces:R:3:mulliken_charge:R:1
Co 0.6186 0.2512 1.2495 -0.34 0.30 0.03 3.02
O -0.9905 4.4641 5.4791 0.12 -0.01 0.02 -0.55
C -0.6221 3.4757 4.6261 -0.13 0.11 0.08 1.02
C 0.6892 3.0198 4.5370 -0.02 -0.07 -0.04 -0.63
C 0.9532 2.0111 3.6310 -0.03 0.05 0.05 -0.26
N 0.0059 1.5021 2.8600 0.14 0.00 -0.08 0.46
C -1.2503 1.9164 2.9552 -0.07 -0.02 0.00 0.32
C -1.6224 2.9106 3.8353 0.10 -0.08 0.00 -0.88
C -2.2047 1.1951 2.0059 0.00 0.35 0.00 -0.33
O -3.4040 1.4343 2.0890 -0.09 -0.02 -0.05 -0.79
O -1.6135 0.4364 1.1716 0.15 -0.23 -0.09 -0.05
C 2.3124 1.3482 3.4458 -0.08 -0.11 -0.06 -0.05
O 3.2520 1.7239 4.1259 0.16 0.08 0.10 -0.78
O 2.2916 0.4036 2.5798 0.08 -0.04 -0.01 -0.72
H -0.2187 4.7652 5.9742 -0.07 -0.02 -0.04 0.31
H 1.4946 3.4106 5.1455 0.00 0.01 0.02 0.47
H -2.6533 3.2233 3.9048 -0.02 0.02 0.01 0.60
N 0.2444 -1.4859 2.5808 0.03 -0.25 -0.10 -0.23
C -0.7026 -2.5167 2.2218 0.11 0.20 0.05 -0.36
C -1.2597 -3.3364 3.1966 -0.02 0.00 -0.05 -0.43
C -2.1703 -4.3166 2.8436 -0.02 -0.02 -0.07 -0.67
C -2.5203 -4.4961 1.5089 0.02 0.02 0.11 -0.80
C -1.9679 -3.6774 0.5413 0.01 0.02 -0.03 -0.13
C -1.0695 -2.6694 0.8867 -0.04 0.00 -0.05 0.15
P -0.3134 -1.5586 -0.3453 0.17 -0.07 0.07 1.36
C 0.7729 -2.7400 -1.2347 0.01 0.07 0.09 1.01
C 0.4549 -3.4333 -2.3968 -0.15 -0.07 -0.07 -0.57
C 1.3549 -4.3363 -2.9484 0.00 0.01 0.00 -0.68
C 2.5825 -4.5611 -2.3448 0.01 0.04 0.04 -0.64
C 2.9088 -3.8800 -1.1785 -0.02 -0.04 -0.08 -0.81
C 2.0118 -2.9755 -0.6362 0.05 0.00 0.05 -0.26
C -1.6302 -1.1196 -1.5170 0.03 -0.05 0.03 0.43
C -2.9357 -0.9205 -1.0765 -0.06 0.00 0.00 -0.92
C -3.8928 -0.4089 -1.9409 0.03 0.01 0.00 -0.67
C -3.5561 -0.0810 -3.2464 0.02 0.02 -0.03 -0.67
C -2.2506 -0.2562 -3.6875 -0.03 -0.02 0.07 -0.90
C -1.2939 -0.7669 -2.8236 -0.01 -0.03 -0.10 -0.53
H -0.0011 -1.0546 3.4667 0.00 0.01 -0.06 0.30
H 1.1862 -1.8509 2.6940 -0.02 -0.02 0.04 0.32
H -0.9704 -3.2022 4.2315 -0.01 0.00 0.02 0.49
H -2.6034 -4.9458 3.6095 -0.01 -0.02 0.00 0.40
H -3.2230 -5.2690 1.2290 -0.01 -0.01 0.00 0.44
H -2.2464 -3.8092 -0.4977 0.00 0.01 -0.01 0.44
H -0.5043 -3.2826 -2.8795 0.04 0.01 0.05 0.39
H 1.0896 -4.8693 -3.8519 0.00 0.00 -0.02 0.44
H 3.2830 -5.2617 -2.7795 0.00 -0.01 0.00 0.41
H 3.8626 -4.0484 -0.6963 0.02 0.00 0.01 0.46
H 2.2841 -2.4398 0.2666 -0.03 0.01 0.00 0.13
H -3.1973 -1.1191 -0.0465 0.01 -0.02 -0.01 0.18
H -4.9013 -0.2526 -1.5823 -0.02 0.00 0.00 0.45
H -4.3075 0.3124 -3.9185 -0.01 0.02 -0.01 0.42
H -1.9766 0.0028 -4.7013 0.00 0.01 -0.04 0.46
H -0.2755 -0.8853 -3.1783 -0.01 -0.03 0.01 0.43
O 0.4521 2.1744 0.0931 -0.27 0.05 -0.20 -1.11
S -0.5603 2.2062 -1.0427 0.27 -0.43 0.31 1.13
C -1.9883 3.1818 -0.5516 0.00 0.19 0.09 -0.96
C -2.3000 4.0504 -1.7597 -0.02 -0.03 -0.04 -0.68
C -0.9595 4.6381 -2.2010 0.02 0.01 0.01 -0.66
C 0.0414 3.4792 -2.1893 0.07 0.18 -0.01 -0.94
H -1.6448 3.7712 0.3038 -0.08 0.00 0.01 0.43
H -2.7872 2.5151 -0.2434 -0.04 -0.09 0.07 0.30
H -3.0401 4.8115 -1.5170 0.02 0.04 0.02 0.39
H -2.7218 3.4353 -2.5601 -0.01 -0.01 0.00 0.28
H -0.6430 5.4057 -1.4931 -0.01 -0.01 0.02 0.31
H -1.0179 5.1034 -3.1840 0.01 0.00 -0.01 0.35
H 1.0313 3.7399 -1.8162 0.01 0.04 -0.04 0.34
H 0.1463 3.0066 -3.1642 -0.03 -0.01 -0.07 0.36
N 6.4506 0.2361 -3.7866 0.06 0.00 -0.07 -0.49
C 5.5946 0.2267 -3.0226 -0.21 -0.01 0.21 -0.25
C 4.5157 0.2152 -2.0595 0.24 0.00 -0.23 0.74
C 4.7830 0.1082 -0.7055 -0.01 -0.01 0.11 -0.95
C 3.7169 0.0994 0.1830 -0.03 0.03 -0.11 -0.53
N 2.4473 0.1813 -0.2189 0.08 0.05 0.04 0.54
C 2.2074 0.2920 -1.5247 -0.05 -0.08 -0.03 0.04
C 3.1977 0.3143 -2.4862 -0.08 0.01 0.03 -1.55
H 5.7967 0.0384 -0.3391 0.01 0.00 -0.01 0.53
H 3.8631 0.0425 1.2524 -0.01 -0.01 0.05 0.59
H 1.1631 0.3489 -1.8166 0.08 0.01 0.01 0.23
H 2.9524 0.3982 -3.5347 0.00 0.00 -0.02 0.58
```
Positions in Å, forces in eV/Å.

Summary:
Highest occupied orbital energy (spin up / spin down)   -8.2 / -8.8 eV
Multiplicity   4
Total energy   -4145.23253 Ha
<S²>   3.7586
Net charge   0